{
  "formula": "C4H5NO2",
  "method": "ωB97M-V with the def2-TZVPD basis set",
  "elements": ["C", "C", "C", "O", "N", "O", "C", "H", "H", "H", "H", "H"],
  "xyz": [[0.54, 0.59, 0.26], [-0.58, -0.31, -0.19], [-1.12, -0.48, -1.44], [-2.07, -1.46, -1.44], [-1.95, -2.16, -0.21], [-2.65, -3.15, -0.14], [-1.19, -1.49, 0.58], [1.09, 0.73, -0.63], [0.13, 1.34, 0.86], [1.38, -0.01, 0.86], [-1.14, 0.24, -2.29], [-1.00, -1.56, 1.59]],
  "lowdin_charge": [-0.050, -0.205, -0.074, 0.054, -0.279, 0.017, 0.036, 0.057, 0.053, 0.129, 0.145, 0.117],
  "e_tot_ha": -360.49636,
  "smiles": "Cc1co[n+]([O-])c1",
  "e_homo_ev": -8.584,
  "de_lowest_kcal_mol": 108.6,
  "max_force_ev_per_a": 5.0
}

{
  "formula": "C33H60BN11O8P2Sr",
  "method": "ωB97M-V with the def2-TZVPD basis set",
  "elements": ["Sr", "C", "C", "C", "C", "C", "C", "N", "N", "B", "N", "C", "C", "C", "N", "C", "C", "C", "N", "C", "C", "C", "N", "C", "C", "C", "H", "H", "H", "H", "H", "H", "H", "H", "H", "H", "H", "H", "H", "H", "H", "H", "H", "H", "H", "H", "H", "H", "H", "H", "H", "H", "H", "H", "C", "O", "P", "O", "C", "O", "C", "H", "H", "H", "H", "H", "H", "H", "H", "H", "C", "C", "C", "C", "N", "C", "N", "N", "N", "H", "H", "H", "H", "H", "H", "H", "H", "H", "H", "O", "C", "C", "C", "C", "O", "N", "H", "H", "H", "H", "C", "O", "P", "O", "C", "O", "C", "H", "H", "H", "H", "H", "H", "H", "H", "H"],
  "xyz": [[-0.70, -0.14, 0.41], [-0.74, 2.23, 4.43], [-0.24, 0.80, 4.24], [0.59, 0.34, 5.43], [-1.38, -0.15, 3.99], [-2.39, -0.53, 4.88], [-3.17, -1.41, 4.15], [-2.64, -1.53, 2.92], [-1.54, -0.75, 2.81], [-3.21, -2.39, 1.77], [-2.13, -3.31, 1.18], [-2.18, -4.66, 1.24], [-1.13, -5.16, 0.51], [-0.48, -4.03, 0.00], [-1.08, -2.91, 0.42], [0.67, -4.03, -0.96], [0.21, -4.53, -2.33], [1.83, -4.89, -0.46], [-3.86, -1.53, 0.67], [-5.16, -1.46, 0.35], [-5.32, -0.59, -0.70], [-4.01, -0.15, -0.98], [-3.15, -0.71, -0.14], [-3.55, 0.81, -2.04], [-3.87, 0.28, -3.44], [-4.14, 2.20, -1.83], [0.10, 2.92, 4.57], [-1.32, 2.56, 3.56], [-1.38, 2.30, 5.31], [0.40, 0.78, 3.34], [-0.03, 0.32, 6.34], [0.99, -0.67, 5.27], [1.42, 1.01, 5.62], [-2.53, -0.22, 5.90], [-4.05, -1.96, 4.42], [-4.08, -3.08, 2.25], [-2.97, -5.15, 1.79], [-0.89, -6.20, 0.34], [1.01, -2.99, -1.06], [-0.07, -5.58, -2.27], [-0.64, -3.96, -2.70], [1.02, -4.45, -3.06], [1.51, -5.93, -0.34], [2.65, -4.89, -1.18], [2.21, -4.54, 0.50], [-5.88, -2.05, 0.89], [-6.23, -0.32, -1.20], [-2.46, 0.89, -1.94], [-4.95, 0.20, -3.57], [-3.48, 0.95, -4.20], [-3.44, -0.71, -3.59], [-5.23, 2.18, -1.97], [-3.95, 2.56, -0.82], [-3.73, 2.91, -2.54], [1.06, -3.28, 2.93], [2.19, -2.81, 2.17], [2.18, -1.26, 1.71], [3.59, -1.25, 0.90], [3.64, -1.81, -0.41], [2.65, -0.46, 3.02], [3.86, -0.80, 3.71], [0.83, -4.29, 2.59], [0.19, -2.65, 2.78], [1.33, -3.29, 3.99], [4.51, -1.38, -0.91], [2.75, -1.57, -0.98], [3.75, -2.89, -0.35], [3.77, -0.37, 4.71], [4.71, -0.37, 3.20], [3.98, -1.88, 3.78], [1.89, -0.47, -6.40], [1.62, 0.95, -5.92], [2.74, 1.45, -4.99], [0.25, 1.08, -5.26], [0.08, 0.21, -4.10], [0.50, 0.37, -2.85], [0.11, -0.66, -2.14], [-0.57, -1.46, -3.00], [-0.58, -0.95, -4.17], [2.84, -0.51, -6.94], [1.10, -0.83, -7.06], [1.96, -1.16, -5.56], [1.58, 1.62, -6.79], [2.86, 0.78, -4.14], [2.52, 2.45, -4.61], [3.69, 1.47, -5.52], [-0.54, 0.80, -5.95], [0.08, 2.10, -4.91], [0.99, 1.27, -2.51], [0.39, 3.27, -2.62], [-0.31, 3.35, -1.62], [-1.02, 4.63, -1.20], [-1.70, 4.26, 0.10], [-1.36, 2.79, 0.25], [-1.76, 2.07, 1.17], [-0.56, 2.33, -0.74], [-1.71, 4.92, -1.99], [-0.28, 5.43, -1.11], [-2.78, 4.39, 0.10], [-1.31, 4.78, 0.97], [3.13, 2.68, 3.54], [3.31, 2.73, 2.13], [1.96, 2.54, 1.22], [2.65, 2.88, -0.21], [3.29, 1.82, -0.90], [1.19, 3.94, 1.46], [1.84, 5.20, 1.23], [2.73, 3.62, 3.92], [4.11, 2.51, 3.99], [2.47, 1.86, 3.83], [3.39, 2.12, -1.94], [2.69, 0.90, -0.85], [4.27, 1.61, -0.47], [1.21, 5.96, 1.68], [1.94, 5.37, 0.16], [2.83, 5.21, 1.69]],
  "lowdin_charge": [1.241, -0.047, -0.379, -0.061, -0.291, -0.007, -0.066, -0.030, 0.015, -0.528, -0.032, -0.072, -0.020, -0.305, 0.068, -0.375, -0.072, -0.070, -0.029, -0.065, -0.007, -0.289, 0.016, -0.374, -0.064, -0.049, 0.070, 0.066, 0.083, 0.080, 0.081, 0.072, 0.069, 0.102, 0.118, 0.118, 0.117, 0.102, 0.087, 0.080, 0.056, 0.077, 0.079, 0.077, 0.057, 0.118, 0.102, 0.096, 0.078, 0.074, 0.069, 0.083, 0.070, 0.080, -0.104, -0.343, 0.772, -0.332, -0.120, -0.381, -0.095, 0.082, 0.049, 0.089, 0.091, 0.057, 0.075, 0.085, 0.088, 0.086, -0.075, -0.406, -0.073, -0.101, -0.074, -0.167, -0.037, 0.005, 0.083, 0.079, 0.080, 0.075, 0.138, 0.067, 0.081, 0.082, 0.128, 0.120, 0.089, 0.002, -0.501, -0.076, -0.084, -0.583, -0.100, 0.055, 0.117, 0.112, 0.114, 0.114, -0.134, -0.333, 0.841, -0.328, -0.125, -0.348, -0.100, 0.085, 0.090, 0.040, 0.082, 0.051, 0.093, 0.089, 0.082, 0.083],
  "e_tot_ha": -3236.34298,
  "e_homo_ev": -8.385,
  "de_lowest_kcal_mol": 0.0,
  "max_force_ev_per_a": 0.1
}

{
  "formula": "C33H26N7O4Tc",
  "method": "ωB97M-V with the def2-TZVPD basis set",
  "elements": ["Tc", "C", "C", "C", "C", "N", "C", "C", "C", "C", "C", "C", "N", "C", "C", "C", "C", "C", "N", "H", "H", "H", "H", "H", "H", "H", "H", "H", "H", "H", "O", "C", "O", "C", "C", "C", "C", "C", "C", "N", "C", "C", "C", "C", "C", "C", "N", "H", "H", "H", "H", "H", "H", "H", "H", "H", "H", "C", "N", "C", "C", "C", "O", "N", "C", "O", "H", "H", "H", "H", "H"],
  "xyz": [[-0.08, -0.41, -0.18], [0.91, 1.30, -4.11], [0.23, 2.51, -4.07], [-0.53, 2.82, -2.94], [-0.59, 1.91, -1.89], [0.09, 0.74, -1.94], [0.82, 0.45, -3.02], [-1.38, 2.13, -0.67], [-2.32, 3.13, -0.46], [-3.02, 3.17, 0.74], [-2.75, 2.22, 1.72], [-1.81, 1.23, 1.46], [-1.16, 1.20, 0.28], [-1.45, 0.13, 2.36], [-1.93, 0.00, 3.67], [-1.59, -1.11, 4.42], [-0.74, -2.06, 3.86], [-0.26, -1.85, 2.58], [-0.61, -0.80, 1.84], [1.49, 1.03, -4.97], [0.28, 3.20, -4.89], [-1.05, 3.76, -2.88], [1.34, -0.49, -3.02], [-2.55, 3.87, -1.22], [-3.78, 3.92, 0.91], [-3.31, 2.24, 2.65], [-2.57, 0.76, 4.08], [-1.96, -1.23, 5.43], [-0.45, -2.94, 4.41], [0.42, -2.56, 2.13], [3.52, 6.59, 0.74], [4.21, 5.48, 0.63], [5.40, 5.43, 0.63], [3.44, 4.17, 0.50], [3.97, 3.21, -0.36], [3.40, 1.96, -0.44], [2.29, 1.63, 0.35], [1.74, 2.60, 1.18], [2.31, 3.86, 1.26], [1.82, 0.29, 0.32], [2.71, -0.65, 0.44], [2.32, -1.99, 0.14], [3.16, -3.10, 0.30], [2.69, -4.36, -0.11], [1.48, -4.48, -0.69], [0.57, -3.30, -0.87], [1.08, -2.05, -0.38], [2.56, 6.53, 0.70], [4.85, 3.46, -0.94], [3.81, 1.22, -1.11], [0.90, 2.36, 1.82], [1.90, 4.58, 1.96], [3.74, -0.43, 0.72], [4.12, -2.99, 0.76], [3.32, -5.23, 0.03], [1.09, -5.42, -1.05], [0.30, -3.18, -1.94], [-2.91, -5.12, -0.22], [-2.91, -3.70, -0.56], [-4.06, -3.10, -1.01], [-4.07, -1.82, -1.42], [-2.86, -1.03, -1.33], [-2.73, 0.13, -1.66], [-1.74, -1.68, -0.77], [-1.79, -2.97, -0.51], [-0.68, -3.64, -0.18], [-3.93, -5.43, 0.00], [-2.28, -5.30, 0.64], [-2.54, -5.71, -1.07], [-4.95, -3.73, -1.02], [-4.95, -1.35, -1.83]],
  "lowdin_charge": [1.676, 0.010, 0.024, 0.055, -0.191, -0.036, -0.079, -0.193, 0.062, 0.038, 0.056, -0.177, -0.043, -0.176, 0.048, 0.022, 0.011, -0.082, -0.023, 0.132, 0.138, 0.130, 0.122, 0.134, 0.141, 0.130, 0.128, 0.140, 0.133, 0.115, 0.175, -0.495, 0.173, -0.095, 0.029, -0.005, -0.275, -0.012, 0.008, -0.035, -0.019, -0.264, 0.064, -0.010, 0.064, -0.269, -0.062, 0.130, 0.141, 0.122, 0.105, 0.131, 0.163, 0.140, 0.136, 0.138, 0.178, 0.039, -0.016, 0.019, 0.074, -0.434, 0.074, 0.093, -0.334, 0.046, 0.114, 0.109, 0.121, 0.156, 0.141],
  "multiplicity": 4,
  "e_tot_ha": -2037.37445,
  "charge": 3,
  "e_homo_ev": [-16.307, -16.315],
  "max_force_ev_per_a": 1.6
}